# 1
The following is a quantum chemistry calculation of a 2-piece molecular cluster, H5NS3Si overall, from the OMol25 dataset.

Geometry as XYZ:
```
10
Properties=species:S:1:pos:R:3:lowdin_charge:R:1
N 1.30 -0.69 -2.08 -0.132
Si -0.10 0.29 -1.82 -0.298
S -0.67 2.07 -2.39 0.143
S -1.33 -1.03 -0.70 0.392
H 1.99 -0.66 -1.34 0.030
H 1.73 -0.67 -2.96 0.011
H -2.53 -0.43 -0.56 -0.175
S 0.20 0.95 2.21 0.413
H -0.31 2.23 1.97 -0.163
H -0.80 0.20 2.71 -0.220
```

Results
highest occupied orbital energy = -9.10 eV
gap between HOMO and LUMO = 9.19 eV
energy relative to the best compared isomer or geometry (same formula, charge and spin) = 29.8 kcal/mol
M = 143.33 g mol⁻¹
DFT total energy = -1541.862384 Ha

# 2
The following is a quantum chemistry calculation of a 2-piece molecular cluster, H5NSSi overall, from the OMol25 dataset.

Geometry as XYZ:
```
8
Properties=species:S:1:pos:R:3:lowdin_charge:R:1
N -2.10 0.62 -0.43 -0.450
Si 1.90 -0.61 0.24 0.569
S -1.38 -0.71 0.45 0.356
H -1.23 1.08 -0.89 0.048
H -2.59 1.21 0.18 -0.044
H 1.12 -1.14 -0.91 -0.185
H 1.93 0.95 -0.01 -0.122
H 2.34 -1.40 1.37 -0.172
```

Results
highest occupied orbital energy (alpha / beta) = -8.51 / -7.16 eV
gap between HOMO and LUMO (alpha / beta) = 7.82 / 5.77 eV
energy relative to the best compared isomer or geometry (same formula, charge and spin) = 67.4 kcal/mol
M = 79.20 g mol⁻¹
DFT total energy = -745.270782 Ha